The following is a DFT calculation (the ωB97M-V functional and the def2-TZVPD basis) of a structure of composition C31H49NO4P2Yb at a distorted geometry.

Results
<S²>	0.751
net charge	+1
spin multiplicity	2

```
88
Properties=species:S:1:pos:R:3:forces:R:3:lowdin_charge:R:1
Yb -0.14366 0.06306 -0.29333 2.460 0.419 -0.246 1.132
C -1.77796 1.65366 -0.19843 -2.424 -0.925 1.326 -0.323
C -2.14276 0.68766 -1.22913 -2.589 0.110 -0.102 -0.306
C -2.02866 -0.54564 0.76467 -2.354 1.770 0.431 -0.314
C -1.77896 0.89546 1.04947 -2.177 -0.039 0.479 -0.279
C -2.29326 -0.67144 -0.66113 -2.405 1.411 0.933 -0.290
C -1.87256 3.18606 -0.31973 0.326 -1.015 -0.135 -0.020
H -1.54136 3.53076 -1.29853 -0.002 -0.031 -0.047 0.072
H -1.26716 3.69446 0.42587 0.033 -0.055 0.091 0.057
H -2.90286 3.51466 -0.18493 -0.078 -0.112 -0.001 0.097
C -1.77986 1.49766 2.46647 0.156 -0.390 -0.715 -0.012
H -1.59086 2.56816 2.46497 -0.015 0.032 -0.163 0.070
H -1.05376 1.02296 3.12247 -0.057 0.151 -0.274 0.037
H -2.75806 1.35476 2.92457 -0.180 -0.060 -0.146 0.098
C -2.28886 -1.62114 1.83347 0.418 0.716 -0.537 -0.004
H -3.35306 -1.69244 2.05597 -0.122 0.046 -0.162 0.098
H -1.77176 -1.39254 2.76497 -0.005 0.041 -0.296 0.052
H -1.94896 -2.60104 1.50607 -0.002 -0.084 -0.047 0.061
C -3.22576 -1.81604 -1.14013 0.677 0.567 0.107 -0.020
H -4.25426 -1.55174 -0.89403 -0.006 0.226 0.099 0.096
H -3.02406 -2.74414 -0.60873 0.134 0.087 0.067 0.061
H -3.22906 -2.05234 -2.19803 0.347 0.203 -0.257 0.070
C -3.01506 1.22886 -2.38593 0.584 -0.527 0.307 -0.015
H -3.93946 1.62056 -1.96133 -0.006 0.025 0.295 0.093
H -3.34666 0.47156 -3.09203 0.380 -0.112 -0.120 0.068
H -2.56316 2.06666 -2.90863 0.202 -0.071 -0.221 0.066
C 1.39674 0.45806 -3.71273 -0.309 0.994 -1.218 -0.125
C 0.37864 1.32726 -3.86493 1.383 -0.320 -0.871 -0.117
C -0.20046 1.69236 -5.21533 0.553 0.229 0.351 -0.162
C -1.06096 0.54296 -5.76433 -0.193 -0.698 0.246 -0.148
C -1.10406 -0.68444 -4.83733 0.188 0.270 -1.992 -0.108
C -0.08416 -1.52494 -4.76003 0.733 -0.213 -1.600 -0.113
C 1.23354 -1.31534 -5.50773 -0.707 -0.226 0.074 -0.159
C 2.10104 -0.21554 -4.87913 0.094 0.525 0.357 -0.166
H 0.60674 1.92206 -5.91133 0.062 -0.095 -0.041 0.111
H -0.65606 0.24176 -6.72953 0.266 -0.254 0.036 0.105
H -0.76666 2.61996 -5.13253 -0.121 -0.086 0.092 0.107
H 2.36694 0.52986 -5.62893 -0.096 0.058 -0.037 0.112
H 1.80864 0.09976 -2.79813 -0.033 0.218 1.275 0.056
H -0.14206 1.82976 -3.09253 -0.170 0.137 1.354 0.065
H 3.05534 -0.61654 -4.53803 -0.054 -0.079 0.104 0.105
H 1.76864 -2.25704 -5.61743 0.085 -0.051 0.396 0.107
H -0.21226 -2.51624 -4.40193 -0.293 -0.638 0.863 0.089
H 1.02354 -1.04944 -6.54243 -0.238 0.204 -0.069 0.106
H -2.05756 0.87066 -6.04953 -0.224 0.110 0.496 0.108
H -2.05636 -1.01484 -4.51983 -0.896 -0.134 0.702 0.079
P 1.48044 1.71806 0.26347 5.431 6.433 2.403 0.831
C 1.24054 2.65426 1.90047 -0.216 -0.581 -0.086 -0.207
H 2.11254 3.26876 2.12217 0.169 -0.122 -0.387 0.056
H 1.10144 1.98946 2.74947 -0.109 -0.122 -0.139 0.035
H 0.39054 3.32696 1.83997 -0.140 -0.059 -0.108 0.027
C 3.30494 1.29556 0.55357 -0.510 -0.632 -0.326 -0.223
H 3.84654 2.14646 0.96617 -0.340 0.192 -0.073 0.053
H 3.78854 1.01596 -0.38183 -0.063 0.001 -0.144 0.036
H 3.39594 0.46256 1.25017 -0.186 -0.017 0.005 0.015
C 1.81464 3.34216 -0.67493 -0.270 -0.735 -0.283 -0.236
H 2.31324 3.15016 -1.62463 -0.128 -0.108 -0.100 0.036
H 2.46904 3.99796 -0.10103 -0.039 -0.245 0.229 0.048
H 0.88674 3.87916 -0.86653 -0.053 -0.069 -0.039 0.023
P 0.76794 -2.06994 -0.55213 3.419 -9.954 0.855 0.869
C -0.34286 -3.59124 -0.91453 -0.320 0.590 -1.259 -0.237
H 0.25434 -4.41584 -1.30493 0.155 0.147 0.062 0.056
H -1.13616 -3.38604 -1.62543 0.110 0.109 -0.379 0.010
H -0.86416 -3.94444 -0.02513 0.359 0.315 0.226 0.038
C 2.49204 -2.54954 -1.21053 -0.474 0.303 -0.766 -0.231
H 2.47104 -2.75244 -2.27053 -0.044 0.315 -0.536 0.027
H 2.89344 -3.46284 -0.77303 -0.431 0.113 0.364 0.050
H 3.20894 -1.75444 -1.00893 -0.108 0.157 0.006 0.038
C 1.23824 -3.10854 1.00597 0.116 0.995 1.101 -0.250
H 1.46024 -4.15094 0.77277 -0.242 0.202 -0.689 0.057
H 0.42794 -3.11704 1.73567 -0.006 0.235 -0.033 0.041
H 2.13324 -2.71294 1.48787 -0.225 0.260 -0.041 0.034
O 2.43124 -0.83084 2.70647 -4.200 0.388 1.268 -0.062
C 1.17924 -0.63444 3.01147 3.499 0.685 -3.145 -0.455
O 0.29094 -0.35384 2.04267 1.698 -0.872 1.815 -0.263
C 0.85274 -0.51714 4.49477 -0.595 -0.001 0.636 -0.095
C -0.45256 -0.42844 5.04067 1.155 0.061 0.519 -0.015
C -0.67576 -0.23384 6.40207 0.188 0.034 0.246 0.024
C 0.39164 -0.12454 7.29567 0.676 -0.489 -2.596 -0.132
C 1.69784 -0.23904 6.78757 -0.419 0.026 -0.112 0.036
C 1.92214 -0.43554 5.41607 -0.605 0.139 0.247 0.012
N 0.15094 0.10826 8.68617 -0.095 0.399 1.337 -0.389
O -0.96486 0.22286 9.09677 -2.629 -0.101 -0.678 0.100
O 1.06514 0.21966 9.44697 2.657 -0.114 0.218 0.104
H -1.34556 -0.48654 4.47537 -0.407 -0.130 -0.798 0.076
H -1.69806 -0.15494 6.75397 0.167 -0.013 0.118 0.125
H 2.54984 -0.15994 7.45017 -0.126 -0.003 0.068 0.122
H 2.94834 -0.49194 5.07847 -0.145 -0.062 -0.189 0.118
```
Forces are in eV/Å.

The following is a DFT calculation (the ωB97M-V functional and the def2-TZVPD basis) of a structure of composition C31H50AlB2BeCl5CsF7LiN4O12S2 at a distorted geometry.

Results
net charge	+1
spin multiplicity	1

```
117
Properties=species:S:1:pos:R:3:forces:R:3:lowdin_charge:R:1
C 4.63575 -3.30397 2.70274 0.339 -0.795 -0.573 -0.144
C 4.38413 -3.25811 1.17632 0.339 -0.017 0.136 -0.251
C 5.00640 -2.03089 0.45028 0.113 -0.257 0.136 -0.167
C 5.14922 -0.75545 1.29405 0.935 -0.775 0.890 -0.227
N 3.91681 -0.27527 1.91332 -0.154 0.957 -2.347 0.137
B 2.70630 -0.19059 1.00050 0.021 0.853 2.643 -0.849
S 2.90925 0.55223 -0.76036 0.814 -0.809 -1.629 0.736
O 4.09508 1.33210 -0.91415 -0.064 0.753 0.728 -0.266
O 2.68590 -0.42812 -1.75968 -0.626 -0.578 -0.330 -0.244
F 1.65791 1.59381 -0.89935 0.203 -0.152 0.311 -0.205
O 1.86514 0.86603 1.65317 -1.068 0.760 1.261 0.070
C 0.57687 0.43266 1.73552 0.658 1.398 -0.044 -0.225
C -0.37738 1.25536 2.57899 -0.449 1.072 -0.398 -0.102
C -1.23195 2.12084 1.59922 0.289 -0.215 -0.586 -0.173
C -2.25150 1.26755 0.77772 1.284 0.277 -0.292 -0.173
C -2.04603 1.37376 -0.74833 -1.355 -1.236 0.322 -0.248
N -2.77967 2.53074 -1.33039 -0.868 0.468 0.357 -0.015
C 0.86389 -1.12471 2.07989 1.974 -1.142 -0.902 -0.218
O 1.39621 -1.11313 3.38685 -2.058 0.292 -0.235 0.060
C 0.63823 -1.80986 4.29195 2.327 0.035 1.237 -0.240
C 1.22188 -3.24955 4.45699 -0.830 0.060 -0.767 -0.007
O 1.83890 -1.36167 1.15704 -1.031 -0.963 -0.352 0.122
H 4.16320 -4.21787 3.11711 0.092 0.924 -0.034 -0.017
H 5.71814 -3.46007 2.84513 -0.251 0.204 0.191 0.073
H 4.35132 -2.39550 3.24091 -0.240 -0.139 -0.086 0.064
H 3.32754 -3.40929 0.93130 0.101 0.384 0.129 0.080
H 4.89230 -4.13990 0.75654 -0.240 0.127 0.058 0.086
H 6.03265 -2.32948 0.18784 -0.150 0.270 0.019 0.118
H 4.51608 -1.85761 -0.51833 -0.076 0.054 0.307 0.105
H 5.68050 0.02165 0.71392 -0.485 -0.066 -0.018 0.122
H 5.84355 -1.00192 2.11932 -0.125 0.079 -0.256 0.113
H 4.04956 0.63236 2.35700 0.112 -0.252 -0.046 0.132
H 0.22670 0.32592 0.68779 -0.421 -0.641 0.271 0.169
H -1.05309 0.64811 3.18919 0.285 -0.027 -0.045 0.064
H 0.15315 1.98266 3.20564 0.219 -0.585 0.082 0.134
H -1.67573 2.98850 2.10237 -0.015 -0.321 0.104 0.105
H -0.50582 2.52736 0.87527 -0.227 0.158 0.211 0.113
H -3.29455 1.50070 1.05028 0.142 -0.311 0.013 0.101
H -2.01870 0.22047 1.01166 -0.642 0.117 0.121 0.106
H -2.50140 0.48107 -1.21110 0.535 0.363 0.180 0.089
H -0.98493 1.37602 -1.02253 -0.191 0.223 0.043 0.117
H -3.07551 3.13841 -0.56611 1.121 0.393 0.037 0.021
H -2.15648 3.03094 -1.95551 -0.321 0.286 0.042 0.083
H -0.03056 -1.74703 1.96548 0.119 -0.005 0.084 0.175
H 0.73915 -1.31202 5.26560 -0.277 0.161 -0.304 0.139
H -0.50741 -1.84699 3.99681 -0.955 -0.188 -0.183 -0.086
H 1.04235 -3.81842 3.53845 0.071 -0.196 0.356 0.099
H 0.79463 -3.72923 5.34124 -0.187 0.059 -0.332 0.093
H 2.29725 -3.15684 4.60738 -0.183 0.228 -0.107 0.057
C -5.06554 8.29046 -9.97062 0.116 0.003 0.109 0.046
N -5.27614 7.76566 -8.60232 -0.126 -0.045 -0.124 -0.080
C -4.29493 7.90419 -7.69278 -0.045 -0.065 0.131 0.014
C -4.46606 7.46429 -6.40189 0.155 -0.066 0.092 0.055
C -5.67071 6.87338 -6.02364 -0.059 0.114 -0.412 -0.126
C -6.65868 6.72485 -6.99426 -0.362 -0.069 0.142 0.073
C -6.43852 7.17647 -8.27526 0.076 -0.010 0.162 0.032
C -5.93637 6.42454 -4.64690 -0.138 0.050 0.376 -0.127
C -7.02049 6.92906 -3.93670 -0.168 -0.103 -0.258 0.060
C -7.30852 6.45559 -2.67362 -0.177 -0.150 -0.256 0.010
N -6.54662 5.49892 -2.11589 -0.093 0.064 0.216 -0.092
C -5.46151 5.01426 -2.77783 -0.277 0.130 -0.171 -0.020
C -5.13987 5.45821 -4.02499 0.383 -0.194 -0.061 0.066
C -6.89265 4.94880 -0.78988 0.747 0.223 -0.677 -0.107
H -4.17518 7.82265 -10.38387 -0.019 0.054 -0.051 0.116
H -4.94052 9.36876 -9.90175 0.029 -0.019 -0.091 0.114
H -5.92729 8.05639 -10.58692 0.003 -0.029 0.049 0.105
H -3.38193 8.38146 -8.02069 -0.046 -0.002 -0.070 0.156
H -3.66204 7.60567 -5.69165 -0.002 -0.008 -0.037 0.142
H -7.60696 6.24947 -6.75782 0.039 -0.055 0.044 0.149
H -7.18623 7.07882 -9.04921 0.073 0.024 -0.047 0.155
H -7.65935 7.69148 -4.36055 -0.049 -0.063 0.035 0.147
H -8.15328 6.82241 -2.10862 0.013 -0.079 0.030 0.115
H -4.87378 4.25213 -2.28459 0.251 0.107 -0.251 0.082
H -4.28354 5.02570 -4.52766 -0.034 -0.034 0.014 0.153
H -6.03119 5.08704 -0.12511 -0.143 0.165 0.162 0.108
H -7.13901 3.88854 -0.92301 -0.534 0.101 0.088 0.092
H -7.80769 5.49335 -0.35437 1.565 -0.805 -0.640 -0.187
Cl -2.28201 -1.62801 3.88070 0.634 -0.004 -0.001 0.071
O -9.26391 4.19857 -4.57250 0.620 0.819 0.086 -0.461
H -8.73941 4.43845 -3.79902 0.051 -0.192 0.257 -0.226
Be -9.35756 5.74260 0.32364 -1.773 0.417 0.776 0.530
C 4.36709 -6.45561 8.64830 0.034 0.117 0.020 -0.217
C 3.47004 -5.26245 8.99905 -0.036 -0.079 0.016 -0.211
C 3.72145 -4.17521 7.94724 -0.158 0.101 0.400 -0.214
S 4.22665 -5.03267 6.45241 -0.012 -0.354 0.133 0.652
O 5.59345 -4.68171 6.15927 -0.124 0.101 -0.186 -0.323
O 3.18572 -4.92252 5.45738 0.341 -0.033 0.048 -0.356
C 4.19669 -6.67794 7.14884 0.027 -0.271 0.283 -0.226
H 4.09776 -7.34498 9.21634 0.014 0.006 -0.019 0.118
H 5.40837 -6.21325 8.87373 -0.004 -0.039 -0.022 0.121
H 2.42319 -5.57243 8.96550 0.020 -0.004 -0.016 0.118
H 3.66801 -4.88966 10.00329 -0.011 0.016 -0.025 0.115
H 2.82470 -3.59491 7.74041 0.081 0.041 -0.138 0.098
H 4.53264 -3.51120 8.24137 0.047 -0.029 -0.130 0.107
H 4.98975 -7.27737 6.70717 -0.026 0.109 -0.161 0.108
H 3.22436 -7.11600 6.92260 0.015 0.042 -0.076 0.112
C 4.36552 -7.29197 2.05806 0.088 -0.041 -0.272 -1.999
Cl 3.77560 -8.81405 2.74859 0.027 0.051 0.064 0.524
Cl 5.43796 -6.48663 3.21962 0.052 -0.244 0.098 0.565
Cl 5.25720 -7.62352 0.57640 -0.091 0.000 0.214 0.609
Cl 2.98587 -6.23771 1.71589 -0.082 -0.169 0.014 0.580
F 6.97944 -8.51612 -1.33423 0.906 -0.444 0.224 -0.243
Al 8.25343 -9.66746 -1.39125 -0.886 -0.349 -0.979 -0.088
F 9.04744 -9.57917 -2.89260 -0.057 0.102 0.865 -0.183
F 7.63389 -11.23174 -1.14473 0.446 0.711 0.203 -0.182
F 9.42963 -9.31491 -0.11439 -2.053 -0.904 -2.034 -0.613
Cs 10.94687 -8.50934 1.41538 1.644 0.890 1.659 1.244
B 0.40791 0.02081 -4.73405 1.727 -0.009 -0.314 -1.053
O -0.67564 0.36240 -5.70290 -0.486 -0.096 0.482 0.221
C -1.83314 0.14394 -5.12122 -0.130 0.416 -1.372 -0.427
O -2.91428 0.32850 -5.62528 -0.094 0.084 0.298 0.107
C -1.58886 -0.36045 -3.71386 0.401 -0.530 0.995 -0.419
O -2.44894 -0.64254 -2.91147 -0.285 0.024 -0.128 0.084
O -0.30022 -0.42927 -3.49467 -0.660 0.189 -0.137 0.223
F 1.17739 1.15386 -4.46113 -0.411 -0.081 0.026 0.135
F 1.19896 -0.99876 -5.23568 -0.323 0.169 0.104 0.161
Li -5.30364 3.04210 -0.84478 0.744 -1.058 -0.153 0.764
```
Forces are in eV/Å.

Record order is preserved below.
Calculated total energy: -3407.24390 -6463.91179 Ha